C3H5N3O as an isolated structure at a distorted geometry, computed with the ωB97M-V functional and the def2-TZVPD basis.

Output
Electronic energy ... -9706.720 eV
Frontier orbital gap ... 8.24 eV
Energy above the lowest of the compared OMol25 structures with the same formula, charge and spin ... 372.8 kJ/mol
LUMO energy ... 0.52 eV

Structure (ORCA input):
```
! wB97M-V def2-TZVPD RIJCOSX def2/J DEFGRID3
* xyz 0 1
C 0.896 -0.671 0.196
C 0.101 0.425 -0.022
N 0.358 1.804 0.036
O 2.212 -0.901 0.137
N -0.084 -1.631 0.413
N -2.243 -0.497 -0.399
C -1.085 -0.403 0.027
H 2.672 -0.054 0.058
H 0.660 2.200 -0.845
H -0.415 2.347 0.400
H -0.040 -2.496 -0.118
H -3.031 -0.123 0.117
*
```



A 2-piece molecular cluster, C3H4ClO4 overall at a distorted geometry, computed with the ωB97M-V functional and the def2-TZVPD basis.

Output
Electronic energy ... -23887.755 eV
Frontier orbital gap ... 6.43 eV
Energy above the lowest of the compared OMol25 structures with the same formula, charge and spin ... 329.5 kJ/mol
LUMO energy ... 3.54 eV

Structure (ORCA input):
```
! wB97M-V def2-TZVPD RIJCOSX def2/J DEFGRID3
* xyz -1 1
C -0.601 1.076 -0.058
C 1.570 -0.585 0.209
C -1.089 -0.109 -0.500
O -0.082 1.905 -0.866
O -0.881 1.561 1.222
O 1.866 -1.280 -0.743
O -0.800 -0.829 -1.593
Cl -1.849 -1.206 0.752
H 2.063 0.387 0.176
H 1.027 -0.914 1.078
H -1.397 1.078 1.889
H 0.174 -1.083 -1.566
*
```



An isolated ion of composition C11H19N3 and charge +2 at a distorted geometry, computed with the ωB97M-V functional and the def2-TZVPD basis.

Output
Electronic energy ... -16163.067 eV
Frontier orbital gap (spin up / spin down) ... 7.43 / 8.43 eV
Energy above the lowest of the compared OMol25 structures with the same formula, charge and spin ... 334.7 kJ/mol
LUMO energy (spin up / spin down) ... -9.95 / -9.50 eV

Structure (ORCA input):
```
! wB97M-V def2-TZVPD RIJCOSX def2/J DEFGRID3
* xyz 2 1
C 1.659 1.811 -3.298
C 0.460 2.490 -3.371
C 1.863 0.920 -2.281
C -0.548 2.158 -2.507
C 0.847 0.468 -1.470
C 0.971 -0.622 -0.421
C -0.171 -2.892 3.548
C -2.662 0.482 -1.244
C 0.342 0.981 1.395
C 0.249 -1.571 2.992
C 0.045 -1.666 1.421
N -0.365 1.217 -1.627
N -1.352 0.762 -0.865
N 0.454 -0.424 0.830
H 2.596 2.078 -3.851
H 0.197 3.300 -3.989
H 2.958 0.679 -2.244
H -1.628 2.540 -2.433
H 0.416 -1.405 -0.866
H 2.010 -0.784 -0.366
H -1.175 -3.015 3.153
H 0.492 -3.573 3.090
H -0.109 -2.835 4.582
H -2.980 -0.476 -0.870
H -3.345 1.213 -0.722
H -2.821 0.551 -2.270
H 1.322 1.418 1.319
H -0.206 1.789 0.821
H -0.089 0.916 2.368
H 1.256 -1.305 3.257
H -0.433 -0.903 3.553
H 0.693 -2.464 1.098
H -0.947 -1.836 1.270
*
```



C14H26IrN2O9PSTe as an isolated structure at a distorted geometry, computed with the ωB97M-V functional and the def2-TZVPD basis.

Output
Electronic energy ... -66605.261 eV
Frontier orbital gap ... 6.94 eV
Energy above the lowest of the compared OMol25 structures with the same formula, charge and spin ... 145.1 kJ/mol
LUMO energy ... -0.14 eV

Structure (ORCA input):
```
! wB97M-V def2-TZVPD RIJCOSX def2/J DEFGRID3
* xyz 0 1
Ir 0.244 -0.071 0.026
C -4.021 0.735 3.401
N -2.917 1.221 2.579
C -2.962 2.466 2.036
C -2.061 2.912 1.135
C -1.086 1.953 0.744
O -0.256 2.025 -0.221
N -0.964 0.789 1.377
C -1.858 0.325 2.324
O -1.749 -0.718 2.910
H -4.382 1.540 4.039
H -3.658 -0.087 4.008
H -4.833 0.375 2.769
H -3.781 3.085 2.378
H -2.104 3.893 0.693
C -1.061 -3.536 -1.278
S -1.292 -2.274 -0.091
O -0.005 -2.050 0.653
O -2.431 -2.625 0.685
O -1.389 -0.944 -0.806
H -0.797 -4.440 -0.732
H -0.268 -3.260 -1.964
H -2.009 -3.652 -1.799
C 4.461 1.093 -0.855
C 3.516 1.540 -1.977
C 2.231 1.893 -1.261
O 2.186 1.006 -0.109
C 3.544 0.735 0.312
H 5.146 1.893 -0.572
H 5.037 0.232 -1.165
H 3.343 0.720 -2.669
H 3.901 2.398 -2.527
H 1.343 1.725 -1.857
H 2.223 2.922 -0.897
H 3.594 -0.312 0.608
H 3.751 1.362 1.182
C 0.780 -2.904 -5.397
C 1.083 -2.032 -4.202
O 1.620 -2.877 -3.166
P 2.220 -2.195 -1.833
O 1.209 -1.069 -1.532
Te 2.841 -3.938 -0.392
O 3.529 -1.433 -2.392
C 4.528 -2.237 -3.066
C 5.914 -1.823 -2.637
H 0.444 -2.285 -6.229
H -0.001 -3.626 -5.162
H 1.670 -3.451 -5.709
H 0.186 -1.537 -3.827
H 1.812 -1.257 -4.452
H 4.382 -2.104 -4.140
H 4.364 -3.287 -2.822
H 6.125 -0.783 -2.890
H 6.650 -2.449 -3.142
H 6.026 -1.951 -1.560
*
```